C5H7NO2 in the gas phase in a non-equilibrium geometry, computed with the ωB97M-V functional and the def2-TZVPD basis.

```
15
C5H7NO2 the ωB97M-V functional and the def2-TZVPD basis
H 0.7993 2.0058 0.9830
C 0.3602 0.9977 0.6923
H -1.2219 1.9261 0.0261
H -0.9087 -1.6933 -1.1647
H 0.1055 1.9080 -1.1797
C -1.1380 -1.0624 -0.3316
N -0.2935 0.0306 1.5819
C 1.1703 -0.1112 0.0016
O -1.1895 0.1354 -1.1425
C -0.5386 1.2496 -0.4657
O 2.0707 -0.3266 -0.7566
C 0.0451 -1.0394 0.5703
H -1.4386 0.2525 1.3919
H 0.3448 -2.0625 0.9971
H -2.0690 -1.2263 0.2654
```

## Properties
energy relative to the best compared isomer or geometry (same formula, charge and spin)	345.8	kJ/mol
SMILES string	O=C1[C@@H]2COC[C@H]1N2
maximum force	4.107	eV Å⁻¹
orbital gap	0.380	hartree

=====

A 7-piece molecular cluster, C21H43N3O6S3 overall in a non-equilibrium geometry, computed with the ωB97M-V functional and the def2-TZVPD basis.

```
76
C21H43N3O6S3 the ωB97M-V functional and the def2-TZVPD basis
H 3.0373 3.3668 2.6532
H -0.9112 -3.4748 -3.6904
O -0.5779 2.0267 -1.3773
H 7.0894 -0.3836 0.8148
C -0.6342 -4.1535 -2.8838
H -6.1500 0.0456 -1.8255
C -1.1175 -5.3877 -3.3735
H -0.5432 5.2802 -1.0722
C 2.5400 0.3830 4.8507
H 4.4443 -1.8715 -1.5230
C 0.0631 1.6839 -0.1930
S 0.8065 4.8026 0.9224
H -0.1365 -5.6090 -0.5760
H -3.1963 -1.3207 4.5530
C -4.3914 -1.9870 -2.4176
O 0.1584 0.0227 -1.7780
H -6.5342 1.3562 -3.0364
O -1.5082 -0.1370 2.7949
H -1.0166 -2.7972 -1.3142
H 7.5754 -1.5355 -0.4853
H 1.7365 3.0987 3.8032
H 1.2865 -0.0052 -0.0894
C 4.5916 -0.8075 -1.3380
H -4.6977 0.0751 -4.5225
H -0.5669 2.0560 0.6149
H 0.4480 -4.0653 -2.9796
C 6.0843 -0.5097 -1.2233
H -2.7611 -0.7695 0.5983
O -0.2176 3.9964 1.5961
H 0.2646 6.3089 2.6493
C 2.5314 2.6041 3.2451
H -4.3855 -2.3621 3.4744
H -0.9552 6.2794 0.1835
H 6.5183 -0.9151 -2.1373
C -0.0632 5.9053 -0.3192
C 5.9733 -2.0773 0.9679
H 1.0332 2.1689 -0.3007
C 1.2112 6.1352 2.1375
C -0.5760 -4.6702 -0.2390
C -0.4679 1.0805 -2.2935
C -2.9882 -1.7375 1.0451
H -3.1645 -0.2237 -1.9061
C 0.2424 0.1839 -0.3385
H 0.4627 6.7045 -0.8414
H 2.1571 6.0989 2.6780
H -4.0619 -1.8853 1.1614
H 4.0793 -0.5694 -0.4058
S 3.7822 1.5642 4.1772
C -1.2155 -3.8592 -1.4581
N 5.3902 -2.7202 1.7391
H 0.2354 -4.0275 0.1026
H -1.3135 -4.7885 0.5550
H 2.0821 0.9403 5.6679
H 3.0262 -0.5460 5.1485
H -2.5741 -2.4867 0.3704
H -0.4127 -0.4229 0.2867
C -4.6210 0.3569 -3.4724
C -3.7499 -0.6518 -2.7197
C 6.7483 -1.1293 0.0968
N -4.9867 -2.9166 -2.0687
H -2.2868 -3.9618 -1.6316
H -4.2460 1.3783 -3.4075
H 2.0350 2.1058 2.4124
O -1.0105 1.0151 -3.3680
S -2.1974 -1.5502 2.6688
H -4.3526 -0.6397 3.2859
H 1.8437 0.0449 4.0833
H -2.9294 -0.8866 -3.3978
O 4.3373 0.8706 2.9670
H -6.7547 -0.1766 -3.4576
H 4.1387 -0.0743 -2.0055
C -6.0516 0.3962 -2.8529
N -1.5611 -6.3529 -3.7996
H 1.4079 7.0465 1.5727
H 6.2832 0.5488 -1.3917
C -3.7585 -1.4848 3.6337
```

## Properties
<S²>	0.7566
total charge	+1
multiplicity	2
maximum force	3.409	eV Å⁻¹
orbital gap (alpha / beta)	0.284 / 0.090	hartree

=====

A 2-piece molecular cluster, C14H16 overall in a non-equilibrium geometry, computed with the ωB97M-V functional and the def2-TZVPD basis.

```
30
C14H16 the ωB97M-V functional and the def2-TZVPD basis
C -1.3312 2.3964 -1.0221
H 1.1756 4.1757 2.6132
H 1.6749 -4.0804 1.4382
H -1.3280 -2.9986 -3.0788
C -0.0496 2.7071 1.4225
C -1.1567 -3.4629 -2.1202
H 0.4467 -5.0281 -0.4337
C 1.4377 -2.0387 0.6919
C 0.0308 2.3744 -0.9368
H 0.9621 -1.4241 -2.5871
H -3.1663 2.6758 0.0388
H -0.2473 3.5747 3.4758
C 0.4649 3.3404 2.6827
C -2.0845 2.6520 0.1359
H 1.7280 -1.5079 1.5928
H -1.9915 2.9650 2.2682
H 1.6831 -0.3143 -0.6053
H -1.8250 2.3572 -1.9835
C 0.8404 -1.9671 -1.6619
C 0.1464 -3.1394 -1.4649
H 1.7836 2.7569 0.3228
H -1.3413 -4.5439 -2.0647
C 0.7094 2.6276 0.2894
H 0.5573 2.2686 -1.8830
H -2.0564 -3.1808 -1.5403
C -1.4759 2.7666 1.3406
C 1.2849 -3.4235 0.6778
C 1.3314 -1.3332 -0.5008
C 0.6143 -3.9550 -0.4186
H 1.1822 2.7596 3.3110
```

## Properties
energy relative to the best compared isomer or geometry (same formula, charge and spin)	192.8	kJ/mol
SMILES string	Cc1ccccc1.Cc1ccccc1
maximum force	3.393	eV Å⁻¹
orbital gap	0.343	hartree

=====

A 4-piece molecular cluster, C2H13NO3 overall in a non-equilibrium geometry, computed with the ωB97M-V functional and the def2-TZVPD basis.

```
19
C2H13NO3 the ωB97M-V functional and the def2-TZVPD basis
H -1.3593 2.7094 1.3248
O 1.8121 0.3097 -1.2160
H 1.0897 -0.0543 -0.6423
C -1.1188 -1.2763 0.1268
O 1.3403 2.9976 -0.7670
H -1.9988 -1.0957 0.7727
H 2.2277 3.2816 -0.5578
H -0.8744 -3.2806 1.0530
H -0.3453 0.3695 1.1320
H 1.4142 2.0302 -0.7954
C -0.9226 -2.7880 0.0719
H -1.3479 -0.7868 -0.8140
O -0.6018 2.1886 1.0342
H -0.1314 2.7691 0.3724
N -0.0162 -0.4653 0.7032
H 0.6770 -0.9307 1.3006
H 0.0916 -2.7616 -0.3265
H -1.5360 -3.3927 -0.6144
H 1.5998 0.1763 -2.1581
```

## Properties
energy relative to the best compared isomer or geometry (same formula, charge and spin)	47.7	kJ/mol
<S²>	0.7545
total charge	+1
multiplicity	2
maximum force	4.067	eV Å⁻¹
orbital gap (alpha / beta)	0.427 / 0.212	hartree

=====

> Number 3 is which compound?

C14H16

=====

> Which value of maximum force does entry 4 give?

4.067 eV Å⁻¹

=====

> The highest maximum force belongs to which entry?

C5H7NO2